{
  "formula": "C5H11NO2",
  "method": "ωB97M-V/def2-TZVPD",
  "mol_weight_da": 117.15,
  "homo_lumo_gap_ev": 8.22,
  "energy_ha": -402.19229,
  "e_homo_ev": -7.32,
  "multiplicity": 1,
  "relative_energy_kcal_mol": 116.6,
  "species": ["C", "H", "C", "H", "H", "H", "C", "H", "N", "H", "H", "C", "H", "C", "O", "H", "H", "O", "H"],
  "coordinates": [[0.53194, -0.11385, -1.82144], [1.54180, -1.42042, 1.45901], [-1.36217, -0.90942, 0.61665], [0.98917, -0.92209, -1.24535], [-1.45847, -1.60063, -0.20838], [0.03962, -0.51956, -2.72044], [-0.38955, 0.65031, -0.92475], [1.52105, 2.07729, 2.01805], [-1.42262, 1.17168, -1.54432], [-2.26887, -0.42106, 0.94747], [-2.05566, 1.78404, -1.05429], [-0.34394, -1.08073, 1.49670], [0.83863, 1.02400, 0.61924], [1.51658, 1.09317, 1.50506], [2.36395, 0.27407, 1.81193], [-0.36298, -0.61794, 2.47935], [1.34902, 0.54745, -2.13816], [0.72017, -1.86296, 1.16394], [-1.74764, 0.84666, -2.46029]],
  "forces_ev_per_angstrom": [[-0.5, -0.6, 0.1], [-0.2, 0.0, 0.0], [0.4, -1.2, 1.9], [0.0, 0.0, -0.2], [0.2, 0.3, -0.4], [0.1, 0.0, -0.1], [0.7, 1.7, -0.6], [-0.1, -0.1, 0.2], [-0.2, -0.6, -0.3], [0.1, 0.2, 0.0], [0.0, -0.1, 0.0], [-1.2, -0.3, -1.1], [-0.2, -0.4, 0.4], [1.1, 0.5, -0.3], [-0.5, 0.1, 0.0], [0.2, 0.1, -0.1], [-0.2, 0.0, 0.1], [0.0, 0.2, 0.2], [0.1, 0.2, 0.0]]
}


{
  "formula": "C2H7N3S",
  "method": "ωB97M-V/def2-TZVPD",
  "mol_weight_da": 105.17,
  "homo_lumo_gap_ev": 9.26,
  "energy_ha": -642.83676,
  "e_homo_ev": -8.43,
  "multiplicity": 1,
  "relative_energy_kcal_mol": 10.0,
  "species": ["H", "H", "N", "H", "C", "H", "N", "H", "N", "H", "S", "H", "C"],
  "coordinates": [[2.31508, 0.49974, 0.72732], [1.56371, -1.04149, 1.22247], [1.04099, -0.26974, -0.67247], [-0.04966, 1.40955, -0.79462], [1.98285, -0.47328, 0.36050], [0.71220, -1.13612, -1.02674], [-0.02085, 0.53622, -0.28771], [-2.11275, 1.80359, 0.35513], [-2.28291, 0.85624, 0.06095], [-3.19659, 0.42907, 0.27959], [-1.53269, -1.64389, -0.09579], [2.83805, -0.95863, -0.03845], [-1.25743, -0.01125, -0.09018]],
  "forces_ev_per_angstrom": [[0.0, -0.1, 0.1], [0.3, 0.2, -0.4], [0.3, 1.0, -1.0], [0.1, 0.1, 0.0], [-0.2, 0.4, 1.9], [-0.7, -0.8, -0.4], [-0.8, 0.2, 0.0], [0.0, 0.0, 0.0], [-0.8, -0.1, 0.2], [1.1, 0.5, -0.2], [0.0, -0.3, 0.1], [0.7, -0.6, -0.3], [0.0, -0.5, 0.0]]
}


{
  "formula": "C3H41NO17",
  "method": "ωB97M-V/def2-TZVPD",
  "mol_weight_da": 363.35,
  "homo_lumo_gap_ev": [9.73, 4.94],
  "energy_ha": -1472.37157,
  "e_homo_ev": [-13.01, -13.01],
  "multiplicity": 2,
  "relative_energy_kcal_mol": 0.0,
  "charge": 1,
  "species": ["H", "C", "H", "H", "H", "H", "H", "H", "H", "O", "H", "C", "H", "O", "H", "H", "H", "H", "H", "H", "O", "O", "N", "O", "H", "H", "H", "H", "H", "O", "H", "O", "H", "H", "O", "H", "O", "C", "O", "H", "O", "H", "O", "H", "O", "H", "H", "H", "H", "H", "H", "H", "O", "H", "O", "O", "O", "H", "H", "H", "H", "H"],
  "coordinates": [[4.63842, 2.10848, -1.29973], [1.82820, 0.90079, 1.24048], [-0.18471, -0.52161, -3.96358], [-0.46931, -1.68612, 2.81589], [-1.95066, 0.14835, -2.88893], [2.62184, 1.41949, 1.76925], [2.09477, -0.47985, -2.11941], [-3.28963, 2.43969, -3.04508], [1.78300, -0.16645, 1.46468], [1.46690, -0.26366, 4.51329], [3.16518, 2.02197, -0.86053], [0.56561, 1.75738, 1.34743], [3.55145, -0.75581, -2.77171], [2.20401, 0.85416, -0.16407], [-4.42125, -2.46163, 1.02512], [1.09751, 2.87736, 3.05123], [1.76671, -3.92315, -2.38538], [-2.97199, 1.95315, -0.03258], [-1.09727, -1.90686, 4.11082], [-1.79557, 2.71542, -3.60449], [-2.37267, 2.70348, 0.17317], [-1.58141, -0.39150, -2.16759], [-0.56676, 1.14834, 0.70579], [-2.55048, 1.85911, 4.48972], [0.23881, -4.15291, -2.34972], [0.29481, 1.41769, 3.52776], [-1.40894, 1.76170, 0.69910], [1.07954, -3.85134, 1.91252], [0.81429, -2.89655, 0.85141], [-1.20235, -2.99584, -1.98845], [-2.00515, 1.22628, 4.00635], [-2.61918, 2.23777, -3.69964], [-1.88863, -2.77598, -1.35063], [0.64489, 2.65297, 0.70118], [1.05621, -4.27860, -1.83962], [-4.48605, 0.07033, -0.60107], [1.90808, 1.91083, -3.30991], [0.26782, 2.21841, 2.79337], [-3.63489, 0.45835, -0.35989], [1.49657, 0.91132, -0.81418], [3.13832, -2.95504, 0.12074], [2.79768, 2.16865, -2.98117], [2.88886, -0.99325, -2.12249], [0.94387, 0.20906, -3.38266], [-3.71101, -2.45715, 0.36914], [1.60638, 2.55605, -3.95310], [-0.66453, -2.20336, -2.05497], [-1.08169, 0.19321, -1.59511], [-2.97524, -2.61647, 0.95657], [-2.45037, 2.65081, 3.95040], [0.55995, -0.51101, 4.23467], [-2.83878, 3.29177, 0.77421], [0.74443, -0.66723, -3.76403], [2.62823, -3.36546, -0.58681], [0.43291, -3.17022, 1.70066], [-0.83752, -1.16034, 3.54789], [3.77033, 2.48585, -1.47756], [-3.10397, 0.20141, -1.12952], [-0.69162, 0.15937, 0.94455], [-0.66151, 2.77157, 2.87655], [2.16901, -0.81082, 4.16426], [3.24855, -2.04235, -0.17460]],
  "forces_ev_per_angstrom": [[0.0, 0.1, -0.1], [-0.4, 0.2, -2.0], [-0.1, -0.6, -0.3], [0.4, 0.0, -0.2], [0.2, 0.2, 0.1], [0.2, -0.3, 0.1], [0.1, 0.3, -0.9], [0.4, 0.6, 0.2], [-0.5, 0.3, 1.0], [-0.1, 1.2, 0.4], [0.5, 0.1, -0.3], [0.0, -0.4, -1.3], [-0.5, 0.5, -0.3], [0.5, 0.3, 0.6], [-0.3, 0.0, -0.4], [-0.1, 0.1, -0.1], [-0.1, -0.1, -0.3], [-0.9, 0.0, -0.1], [-0.2, 0.5, 0.4], [-0.3, 0.5, 0.5], [-0.2, 0.5, 0.1], [-0.8, 0.4, 0.1], [1.4, -1.7, 3.0], [0.2, 0.0, -0.5], [0.2, 0.0, 0.4], [0.0, -0.2, -0.3], [-0.6, 0.7, -0.9], [0.0, -0.2, 0.5], [-0.2, 0.0, -0.1], [-0.3, -0.2, 0.1], [-0.1, -0.3, 0.3], [0.0, -1.3, -0.5], [-0.2, -0.1, -0.2], [0.6, 0.2, 0.6], [0.6, 0.0, 0.0], [-0.2, 0.1, 0.5], [-0.2, -0.2, 0.3], [0.0, 0.3, 0.4], [-0.1, 0.2, -0.5], [-0.3, 0.1, 0.3], [-0.3, 0.2, 0.4], [-0.3, 0.1, 0.1], [1.1, -1.4, 1.2], [0.6, -0.1, -0.7], [-0.3, 0.1, 0.4], [0.2, 0.1, -0.1], [0.0, 0.0, -0.2], [0.2, 0.4, -0.3], [0.7, -0.2, 0.0], [-0.3, 0.2, 0.3], [0.9, -0.7, 0.0], [-0.2, 0.2, -0.1], [-0.4, 0.7, 0.4], [0.0, -0.1, -0.1], [0.1, 0.4, -0.4], [-0.5, -0.8, -0.4], [0.1, 0.1, 0.1], [0.3, -0.4, 0.0], [-0.1, -0.1, -0.5], [0.0, 0.1, -0.2], [-0.3, -0.5, -0.2], [0.1, -0.1, -0.3]]
}


{
  "formula": "C32H88N8O8",
  "method": "ωB97M-V/def2-TZVPD",
  "mol_weight_da": 713.10,
  "homo_lumo_gap_ev": 9.28,
  "energy_ha": -2311.76148,
  "e_homo_ev": -8.83,
  "multiplicity": 1,
  "relative_energy_kcal_mol": 58.4,
  "species": ["H", "H", "O", "C", "H", "H", "H", "C", "H", "C", "H", "H", "H", "H", "H", "C", "C", "H", "C", "H", "H", "H", "H", "O", "H", "C", "H", "C", "H", "C", "H", "H", "H", "H", "H", "H", "C", "H", "H", "C", "H", "H", "O", "H", "H", "H", "H", "H", "H", "H", "C", "H", "H", "H", "C", "H", "N", "C", "H", "H", "H", "C", "C", "H", "H", "H", "C", "C", "N", "H", "H", "C", "H", "H", "N", "C", "H", "C", "H", "H", "O", "H", "H", "H", "C", "H", "H", "H", "N", "H", "H", "H", "H", "O", "H", "H", "N", "H", "C", "H", "H", "O", "H", "H", "C", "H", "H", "H", "C", "H", "H", "O", "H", "C", "H", "N", "C", "H", "H", "H", "C", "H", "H", "H", "H", "H", "O", "N", "C", "N", "C", "H", "H", "C", "C", "H"],
  "coordinates": [[3.76153, -0.25167, -1.26844], [-5.48689, 2.88960, 6.86947], [0.01957, -7.07709, -3.23273], [0.63215, -8.24595, -3.74002], [3.52136, 1.60936, -6.67455], [2.95613, -1.32284, 0.65158], [-2.30907, 4.39870, 3.12918], [-6.61435, -2.37012, -1.68212], [0.35719, -5.18410, -2.63763], [1.39982, 1.15623, -5.16045], [-0.42632, -1.06200, -5.34925], [-0.87988, 4.26788, 1.11275], [0.81132, 2.06947, -5.32348], [1.55167, -3.07754, 1.05638], [-1.32654, -1.03807, 1.48101], [4.74549, 0.01344, -0.87056], [3.92178, 2.13429, 4.57636], [3.20702, 0.14545, 5.94320], [-6.58705, -2.19313, -0.17595], [1.55655, -5.74418, -3.80329], [1.69926, -0.55851, -4.05768], [-7.61112, -2.41678, -2.11873], [2.11004, 2.13676, -7.53786], [-7.19997, 0.18023, -0.35443], [-0.79051, -8.45730, -5.99126], [-7.53643, -1.04758, 0.28896], [4.47431, -1.88500, 1.13356], [0.03280, -10.50951, -4.74442], [2.92707, 0.60658, -8.01996], [2.62486, 1.23242, -7.18598], [-4.04060, 1.23971, 4.04252], [-6.57082, -4.17455, 0.06518], [1.72086, 2.25874, 6.41106], [-0.65473, 0.81619, 2.68718], [0.44022, -10.41302, -5.74804], [4.40493, 4.77117, 4.40650], [-0.14911, 4.69748, 0.43222], [-7.52696, -0.99187, 1.38561], [6.99480, 0.95481, -0.26457], [-4.61022, 3.25212, 2.30589], [-0.63919, 5.27228, -0.35926], [0.93906, -0.11188, -2.20072], [2.85584, 4.90441, -0.08729], [0.35993, 5.52875, 0.93962], [3.60383, -0.85649, 2.30709], [4.60109, 4.85561, 2.71901], [-1.26350, 0.19188, -4.41968], [0.51669, -3.60559, -0.26517], [5.79750, 4.04523, 3.59368], [4.79774, 4.34022, -0.47010], [0.66389, -2.81717, 0.47531], [1.72249, 4.58920, -1.71870], [-6.11436, -1.55179, -2.20148], [-7.07942, 2.86249, 6.12924], [-5.93548, 0.68824, 0.00734], [-5.69096, 3.13471, 2.25554], [1.19255, 2.93896, 1.29797], [0.91214, 0.20649, -4.09588], [2.36894, 1.54834, -4.79294], [4.15019, 2.74947, 5.44900], [1.67195, -0.17625, 5.42768], [-0.40498, -0.48022, -4.42585], [4.12280, 5.15603, -0.71863], [1.61810, -6.39299, -2.15978], [-5.72017, 0.60846, 1.07853], [1.22962, -8.04599, -4.63824], [0.68214, -0.46016, 0.64262], [1.52490, 2.27674, 5.33516], [-1.36745, -8.65922, -5.18060], [0.49777, 2.01386, 5.09499], [-6.06828, -3.28748, -1.92042], [4.70639, 4.15316, 3.55031], [1.95750, 2.24518, 1.18270], [-5.59471, -1.94147, 0.22129], [-7.06218, -3.38902, 0.48627], [0.94250, -6.04647, -2.94881], [1.23113, -8.68887, -2.93512], [-0.80791, -0.26187, 0.91677], [-0.75332, -11.26295, -4.75842], [-2.13726, 2.83570, 2.90952], [0.87479, -1.60410, -0.23866], [2.17295, 1.35414, 3.54458], [-5.87758, 1.74259, -0.25713], [1.28825, -0.48971, 1.55096], [-4.26109, 2.15308, 4.60152], [-1.73648, -7.76615, -4.86233], [1.75308, 1.18123, -2.57892], [-4.19305, 2.32666, 1.87799], [2.60132, 0.08457, 5.13040], [5.46202, 0.25052, 1.19826], [4.14419, 1.72081, 1.88838], [0.22017, 2.93600, -0.59685], [6.94329, 2.28973, -1.29629], [1.76412, 0.51256, -6.35652], [-1.22171, -0.78204, -1.11001], [5.34871, -0.89470, -0.97744], [0.82805, 0.76308, -2.71640], [-0.10300, 1.54141, 1.39684], [6.71156, 1.21958, -1.28826], [4.48020, 6.01894, -0.15419], [0.77123, -10.93350, -4.05162], [-5.61003, 2.00780, 4.99251], [-8.58887, -1.19260, 0.04565], [4.15691, 2.12409, 0.29454], [0.82882, 3.60369, 0.03147], [1.74125, 3.32773, 5.09790], [-4.19308, 3.94910, 1.57603], [-0.59653, -1.24871, -3.66863], [2.01810, 4.00477, -0.84165], [-3.54548, 2.15183, 5.43107], [-2.63300, -0.33726, -0.14997], [5.30858, 1.16126, -1.46588], [-5.77961, 3.97923, 5.50437], [3.81734, -1.01356, 1.25255], [7.31532, 0.71151, -2.03840], [-2.50759, 3.51054, 3.57892], [-6.02118, 2.99667, 5.91507], [2.54535, 3.09355, -1.13237], [-5.13947, 0.14087, -0.50746], [-0.22733, -2.83204, 1.10100], [2.54995, 1.46691, 4.56478], [1.05754, 0.35544, 0.02122], [-1.47989, 0.93900, -0.74924], [-6.87011, -3.43260, 1.47836], [1.71317, 3.69490, 1.75286], [-1.03999, -9.39911, -3.21338], [3.90309, 3.02024, 3.46342], [3.82444, 1.44928, 0.96571], [-0.47593, -9.20603, -4.12831], [-0.92302, 0.99703, 1.71958], [-1.59812, -0.07461, -0.36997], [-4.30466, 4.31530, 4.09765], [4.60088, 1.29513, 4.37521], [-3.95227, 3.36235, 3.69580], [4.52602, 0.16373, 0.62691], [4.03071, 5.37053, -1.78145]],
  "forces_ev_per_angstrom": [[0.0, 0.5, -0.6], [0.1, 0.0, -0.1], [0.1, 0.2, -0.6], [-0.4, -0.2, 0.2], [0.0, -0.3, 0.2], [-0.2, 0.4, 0.4], [0.0, 0.1, 0.2], [0.6, 0.0, -0.1], [0.1, 0.0, 0.2], [1.9, 1.5, 0.4], [0.4, 0.4, -0.2], [-0.1, 0.0, -0.1], [-0.5, -0.3, -0.1], [-0.1, 0.1, 0.2], [0.6, -0.3, 0.1], [-0.4, -0.7, 1.1], [-0.6, -0.4, -1.3], [-0.3, -0.4, 0.2], [-1.3, 1.1, 1.0], [-0.1, -0.2, -0.2], [-0.1, -0.2, -0.4], [-0.2, -0.2, 0.4], [0.1, -0.1, -0.3], [-0.1, 0.1, 0.7], [-0.1, 0.0, -0.1], [0.5, 0.1, -0.7], [0.1, 0.0, 0.4], [0.3, -0.5, 1.6], [-0.1, -0.1, 0.0], [-0.2, 1.0, 0.1], [0.0, 0.1, -0.2], [-0.2, -0.1, 0.2], [-0.2, -0.5, 0.0], [-0.2, -0.2, 0.0], [0.1, 0.2, 0.0], [0.1, -0.2, 0.2], [0.5, 1.4, 0.1], [0.4, 0.3, 0.1], [0.0, -0.6, -0.2], [1.0, -1.6, -0.4], [-0.1, -0.7, -0.4], [-0.5, 0.3, 0.6], [0.2, -0.6, -0.6], [0.2, -0.4, 0.4], [-0.2, 0.0, 0.0], [-0.7, -0.6, -0.4], [0.1, 0.2, 0.0], [0.1, 0.0, -0.1], [-0.1, -0.8, 0.3], [0.2, -0.3, -0.5], [0.3, -0.4, -0.8], [-0.3, -0.5, -0.3], [0.1, 0.0, 0.2], [0.0, 0.1, -0.3], [0.3, -0.2, 0.0], [0.0, 0.4, 0.2], [1.5, 0.6, -0.3], [-0.3, -1.1, -0.5], [-0.2, 0.2, 0.4], [0.0, -0.6, 0.4], [0.0, -0.1, 0.2], [-0.3, -0.7, 0.3], [-0.9, 0.2, 1.7], [0.1, 0.3, 0.1], [-0.3, 0.0, 0.1], [0.3, 0.2, 0.2], [-0.7, -0.9, -1.3], [0.8, 1.4, 0.0], [-0.1, 0.4, 0.9], [0.0, 0.1, 0.1], [-0.1, 0.0, -0.2], [0.5, 1.7, 0.5], [-0.5, 0.3, -0.4], [0.2, 0.1, -0.6], [-0.1, -1.2, -0.5], [-0.1, -0.3, 0.2], [0.3, -0.1, -0.2], [-0.3, 1.5, 0.6], [-0.2, 0.2, -0.2], [0.0, -0.3, 0.1], [0.0, 0.1, 1.3], [0.5, 0.3, -0.2], [-0.1, 0.0, -0.1], [-0.1, -0.3, 0.0], [0.3, 0.0, -0.6], [0.0, 0.0, -0.1], [-0.2, 0.3, 0.2], [-0.3, -0.2, 0.1], [1.1, 0.6, -0.6], [0.4, -0.3, -0.6], [-0.2, 0.4, -0.1], [0.3, -0.3, 0.1], [0.2, -0.1, -0.5], [-0.7, -1.2, 0.0], [-0.1, 0.1, -0.2], [0.3, 0.1, -0.4], [0.9, -0.2, -0.8], [-0.9, 0.5, 0.4], [0.0, 1.5, 0.9], [0.3, 0.2, -0.5], [0.3, 0.0, -0.4], [0.0, 0.1, 0.1], [0.1, -0.5, -0.4], [0.1, 0.5, 0.0], [-0.9, -0.5, -0.5], [-0.7, 0.0, -0.3], [-0.5, 0.7, 0.4], [-0.1, 0.2, 0.2], [0.0, 1.1, 0.9], [-0.3, 0.2, 0.3], [-0.1, 0.4, -0.3], [-0.1, -0.7, -0.3], [-0.4, 0.2, 0.2], [0.4, -1.0, -1.2], [-0.3, -0.3, -0.1], [0.4, -0.1, -0.2], [0.5, -0.1, 0.1], [0.3, 0.0, -0.1], [0.1, 0.1, -0.1], [0.0, 0.3, 0.1], [-1.3, -0.9, 1.1], [-0.2, 0.3, 0.3], [-0.2, 0.0, 0.0], [0.1, 0.3, 0.0], [-0.2, -0.3, 0.6], [-0.3, -0.1, -0.2], [0.2, 0.0, -0.8], [0.0, -1.4, -0.7], [-0.4, -0.2, -1.5], [0.7, -0.4, -0.3], [0.3, -0.6, 0.1], [-0.1, -0.2, 0.6], [0.6, 0.4, 0.4], [-0.6, 0.6, -0.7], [0.1, 1.4, 1.6], [0.1, -0.1, -0.1]]
}


{
  "formula": "C5H4O2",
  "method": "ωB97M-V/def2-TZVPD",
  "mol_weight_da": 96.08,
  "homo_lumo_gap_ev": [8.50, 8.50],
  "energy_ha": -343.15768,
  "e_homo_ev": [-9.30, -9.30],
  "multiplicity": 1,
  "relative_energy_kcal_mol": 147.3,
  "species": ["H", "C", "O", "C", "C", "C", "C", "H", "O", "H", "H"],
  "coordinates": [[2.51194, -0.80311, 0.11665], [-0.87127, -0.39978, 0.24541], [1.27586, 0.85649, 0.10088], [1.47524, -0.48427, 0.13700], [0.34738, -1.20849, 0.18104], [-0.08756, 1.06275, -0.13084], [-1.09668, 0.82966, 0.85726], [0.30093, -2.28854, 0.12740], [-0.52871, 1.11019, -1.35713], [-2.06440, 1.32032, 0.79442], [-1.26273, 0.00477, -1.07210]],
  "forces_ev_per_angstrom": [[-0.2, 0.0, 0.0], [0.0, -0.3, 0.4], [0.0, 0.0, 0.0], [-0.1, -0.2, 0.0], [0.2, 0.1, -0.1], [0.0, 0.2, -0.1], [-0.1, 0.0, -0.2], [0.0, 0.2, 0.0], [0.0, -0.2, 0.1], [0.1, -0.1, 0.0], [0.0, 0.3, -0.1]]
}